No. 1
{"formula": "C16H32Cl2NO2Si2TeTi", "method": "the ωB97M-V functional and the def2-TZVPD basis", "e_above_lowest_kcal_mol": 4.7, "homo_ev": [-18.1807, -18.1809], "total_charge": 3, "symbols": ["Ti", "Cl", "C", "Cl", "H", "H", "C", "C", "C", "C", "N", "C", "C", "H", "H", "H", "H", "H", "H", "H", "C", "Si", "C", "C", "C", "Te", "C", "Si", "C", "C", "C", "H", "H", "H", "H", "H", "H", "H", "H", "H", "H", "H", "H", "H", "H", "H", "H", "H", "H", "H", "H", "H", "H", "O", "C", "O", "H"], "positions_angstrom": [[-0.405, 0.101, -0.076], [0.799, -1.685, 1.420], [2.435, -1.212, 0.914], [2.204, 0.086, -0.326], [2.946, -2.043, 0.439], [2.978, -0.781, 1.749], [-2.215, -4.200, -4.265], [-1.732, -3.092, -3.403], [-0.381, -2.951, -3.057], [0.017, -1.932, -2.231], [-0.856, -1.031, -1.711], [-2.166, -1.139, -2.068], [-2.623, -2.136, -2.885], [-1.397, -4.734, -4.742], [-2.900, -3.824, -5.025], [-2.780, -4.908, -3.651], [0.361, -3.638, -3.441], [1.058, -1.808, -1.967], [-2.836, -0.386, -1.674], [-3.676, -2.178, -3.130], [-3.522, 4.159, -4.476], [-1.725, 4.041, -4.008], [-0.632, 3.448, -5.393], [-1.066, 5.579, -3.178], [-1.701, 2.610, -2.652], [0.108, 2.484, -1.610], [-0.232, 3.911, -0.089], [0.931, 3.777, 1.422], [0.536, 2.092, 2.218], [2.702, 3.807, 0.838], [0.502, 5.148, 2.596], [-3.642, 4.917, -5.253], [-4.159, 4.455, -3.640], [-3.905, 3.222, -4.885], [-0.533, 4.243, -6.136], [-1.064, 2.588, -5.908], [0.383, 3.189, -5.082], [-1.136, 6.421, -3.871], [-0.007, 5.513, -2.909], [-1.644, 5.862, -2.295], [-1.824, 1.643, -3.143], [-2.482, 2.753, -1.904], [-1.290, 3.824, 0.168], [-0.092, 4.861, -0.612], [0.120, 1.337, 1.505], [-0.256, 2.149, 2.969], [1.399, 1.604, 2.673], [2.971, 3.033, 0.114], [3.365, 3.693, 1.698], [2.940, 4.771, 0.383], [-0.545, 5.138, 2.904], [0.709, 6.120, 2.143], [1.115, 5.076, 3.497], [-1.822, -0.563, 1.188], [-2.549, 0.445, 0.959], [-2.070, 1.254, 0.100], [-3.508, 0.616, 1.457]], "forces_ev_per_a": [[-0.076, -0.285, -0.451], [0.014, 0.083, -0.058], [0.076, 0.142, -0.158], [-0.211, 0.002, 0.095], [-0.007, -0.030, 0.065], [-0.010, -0.063, 0.026], [0.034, 0.007, -0.011], [-0.021, 0.023, 0.034], [0.032, 0.110, 0.027], [0.160, -0.152, -0.028], [0.089, 0.255, 0.411], [-0.197, 0.028, -0.002], [0.056, 0.056, -0.013], [-0.006, -0.009, -0.003], [-0.015, -0.012, -0.002], [-0.011, -0.009, -0.007], [0.004, -0.002, -0.009], [-0.009, -0.045, -0.024], [-0.031, -0.039, -0.040], [-0.008, 0.017, 0.003], [0.125, 0.029, 0.024], [-0.066, -0.052, 0.025], [-0.013, 0.074, 0.032], [-0.009, -0.010, -0.059], [-0.082, 0.043, -0.069], [0.154, -0.205, 0.134], [-0.075, -0.079, 0.009], [0.040, 0.252, -0.019], [-0.183, -0.280, -0.022], [-0.126, -0.015, 0.047], [0.096, -0.132, -0.078], [0.019, 0.011, -0.011], [0.032, 0.002, 0.031], [0.027, -0.025, 0.002], [-0.008, -0.002, -0.009], [-0.016, -0.025, 0.014], [-0.010, 0.016, 0.047], [-0.023, -0.022, -0.038], [0.007, -0.040, -0.002], [-0.011, -0.030, 0.016], [-0.060, 0.039, -0.075], [-0.005, -0.003, -0.018], [0.011, 0.006, 0.009], [0.030, 0.030, 0.054], [0.115, 0.136, -0.061], [0.061, 0.090, 0.061], [0.018, 0.071, 0.061], [-0.043, -0.011, 0.014], [0.033, 0.001, -0.004], [-0.016, 0.016, 0.004], [-0.018, -0.046, -0.023], [0.014, -0.003, -0.017], [0.004, 0.005, 0.017], [0.172, -0.023, 0.034], [-0.123, 0.098, 0.068], [0.064, 0.029, -0.049], [0.001, -0.023, -0.002]]}


No. 2
{"formula": "C2H2BrO2S2", "method": "the ωB97M-V functional and the def2-TZVPD basis", "e_above_lowest_kcal_mol": 46.1, "homo_ev": -2.8622, "total_charge": -1, "symbols": ["C", "C", "O", "O", "S", "S", "Br", "H", "H"], "positions_angstrom": [[-2.458, 0.528, 1.354], [-0.072, 1.211, -0.153], [-2.031, -0.414, 1.881], [-2.975, 1.480, 0.954], [0.306, 0.666, -1.908], [0.991, 0.132, 0.873], [0.386, 3.265, -0.597], [-0.001, -0.550, -1.521], [0.181, 0.323, 1.931]], "forces_ev_per_a": [[0.256, 0.362, 0.204], [-0.330, -0.469, -0.942], [-0.052, -0.376, -0.063], [-0.508, 0.221, -0.252], [-0.122, 0.426, 0.557], [0.040, 1.163, 0.058], [0.404, -0.024, 0.677], [-0.145, -1.049, -0.290], [0.456, -0.255, 0.051]]}


No. 3
{"formula": "C18H13BrClN3O6Pt", "method": "the ωB97M-V functional and the def2-TZVPD basis", "s2": 2.005, "homo_ev": [-8.9425, -9.1726], "spin_multiplicity": 3, "symbols": ["Pt", "C", "C", "N", "C", "C", "N", "C", "O", "O", "C", "O", "O", "H", "H", "H", "H", "H", "Cl", "C", "C", "C", "C", "C", "C", "C", "O", "O", "H", "H", "H", "H", "Br", "C", "C", "C", "C", "N", "C", "H", "H", "H", "H"], "positions_angstrom": [[-0.038, -0.173, 0.444], [2.842, -2.377, -0.831], [2.473, -1.076, -1.440], [1.605, -0.209, -0.949], [1.558, 0.863, -1.801], [2.431, 0.658, -2.822], [2.997, -0.569, -2.574], [2.826, 1.417, -4.038], [2.260, 2.591, -4.210], [3.630, 0.928, -4.795], [0.671, 1.999, -1.446], [0.638, 2.991, -2.171], [0.023, 1.827, -0.357], [2.145, -2.604, -0.027], [3.852, -2.340, -0.422], [2.800, -3.180, -1.566], [3.680, -0.987, -3.189], [1.606, 2.808, -3.475], [-5.877, 1.387, -2.636], [-4.867, 0.426, -1.599], [-3.914, 1.049, -0.813], [-3.108, 0.271, 0.006], [-3.240, -1.113, 0.032], [-4.223, -1.712, -0.752], [-5.037, -0.950, -1.570], [-2.374, -2.013, 0.869], [-2.689, -3.161, 1.080], [-1.260, -1.494, 1.356], [-3.802, 2.122, -0.838], [-2.399, 0.779, 0.652], [-4.330, -2.787, -0.712], [-5.798, -1.412, -2.183], [-0.376, -0.260, 6.302], [0.628, 0.190, 4.778], [1.766, 0.968, 4.883], [2.471, 1.265, 3.728], [2.006, 0.784, 2.520], [0.901, 0.038, 2.433], [0.213, -0.262, 3.535], [2.092, 1.333, 5.847], [3.366, 1.868, 3.761], [2.515, 0.995, 1.588], [-0.663, -0.881, 3.399]], "forces_ev_per_a": [[-0.019, -0.443, -0.224], [-0.027, -0.017, -0.009], [0.052, 0.034, 0.021], [-0.046, -0.015, -0.141], [0.207, 0.071, 0.050], [-0.015, -0.033, -0.055], [-0.059, -0.020, 0.029], [-0.063, 0.082, 0.014], [-0.010, -0.107, 0.021], [0.035, 0.014, -0.005], [-0.051, -0.014, 0.137], [-0.015, 0.092, -0.089], [-0.011, 0.140, -0.058], [-0.004, -0.001, 0.007], [0.013, -0.007, 0.010], [-0.001, -0.014, -0.016], [-0.008, 0.009, 0.018], [0.060, 0.015, 0.029], [0.013, -0.017, 0.018], [-0.015, 0.029, -0.012], [-0.009, -0.040, -0.014], [0.000, 0.103, 0.088], [-0.100, 0.002, -0.095], [0.066, 0.001, -0.019], [-0.003, 0.015, -0.001], [0.160, -0.073, -0.071], [-0.075, -0.023, 0.029], [-0.086, 0.081, 0.360], [-0.006, 0.030, 0.003], [-0.060, -0.053, -0.048], [-0.009, -0.010, 0.012], [-0.012, -0.008, -0.026], [-0.021, -0.010, 0.030], [0.002, -0.043, -0.061], [0.015, 0.011, 0.012], [-0.001, -0.035, -0.005], [0.000, -0.044, 0.014], [0.070, 0.317, 0.033], [0.081, -0.091, 0.019], [0.001, -0.001, 0.005], [0.016, 0.010, -0.003], [-0.025, 0.036, -0.007], [-0.039, 0.027, 0.001]]}